Entry 1:
Density functional theory data (ωB97M-V/def2-TZVPD) for an isolated ion of composition C3H3N2S and charge +1.

Last column: Mulliken charge in e.
Cartesian coordinates (Å):
C (0.8215, 1.8815, -0.1325)  0.126
C (1.2806, -0.5022, -0.0557)  -0.130
C (-0.0195, -0.9765, 0.0350)  -0.038
N (1.3947, 0.8268, -0.1603)  -0.069
N (-0.7728, 0.0632, 0.1144)  -0.228
S (-2.3364, 0.1488, -0.1551)  0.153
H (2.3043, -0.9085, 0.0382)  0.427
H (-0.1324, -1.9824, -0.0006)  0.488
H (-2.5400, 1.4493, 0.3166)  0.271

Its charge is +1. The calculation puts the energy above the lowest of the compared OMol25 structures with the same formula, charge and spin at 84.7 kcal per mole. The frontier orbital gap (spin up / spin down) comes out at 7.4 / 7.4 eV. The spin multiplicity is 1.


Entry 2:
Density functional theory data (ωB97M-V/def2-TZVPD) for a 14-piece molecular cluster, C70H171N11O14 overall.

Last column: Mulliken charge in e.
Cartesian coordinates (Å):
C (-1.2294, -3.1930, -4.3120)  -1.191
C (-1.4251, -2.0807, -5.2893)  0.255
O (-2.5643, -2.3460, -6.0829)  0.179
H (-0.4021, -2.9583, -3.6422)  -0.244
H (-1.1745, -4.1159, -4.8893)  0.636
H (-2.1072, -3.4657, -3.7263)  0.375
H (-0.5149, -2.0868, -5.8890)  -0.160
H (-1.5533, -1.0900, -4.8532)  -0.577
H (-2.4163, -3.0762, -6.6881)  0.176
C (-3.3126, 4.7453, 2.5807)  -1.251
C (-3.2008, 4.8223, 1.0657)  0.955
O (-3.8761, 5.9636, 0.5440)  -0.703
H (-3.1447, 5.7090, 3.0614)  0.579
H (-2.6081, 4.0489, 3.0356)  0.000
H (-4.3511, 4.6033, 2.8798)  0.424
H (-3.7143, 3.9237, 0.7238)  -0.164
H (-2.1534, 4.7188, 0.7824)  -0.335
H (-3.6716, 5.9776, -0.3938)  0.464
C (-5.3779, 1.6615, -3.1486)  -0.772
C (-5.0368, 3.0477, -2.4308)  0.186
O (-4.3685, 3.9702, -3.2681)  -0.521
H (-4.5096, 1.1870, -3.6059)  0.160
H (-5.8994, 1.9019, -4.0750)  0.503
H (-5.8703, 0.9423, -2.4940)  -0.201
H (-4.4069, 2.9272, -1.5494)  -0.369
H (-5.9498, 3.6007, -2.2099)  0.587
H (-5.0578, 4.4353, -3.7477)  0.248
C (1.2618, 7.0428, 2.5544)  -1.752
C (2.1329, 6.2298, 1.5425)  1.393
C (2.6577, 7.2780, 0.5036)  -0.999
C (3.7887, 6.7519, -0.3429)  -0.044
C (4.9201, 6.2937, 0.6119)  -1.701
C (4.4520, 5.2024, 1.6385)  2.193
N (3.1941, 5.5819, 2.3037)  0.183
O (2.7039, 4.5132, 3.1360)  -0.247
C (4.2834, 3.8419, 0.9547)  -1.333
C (5.4564, 5.1352, 2.7737)  -2.066
C (1.1484, 5.2368, 0.8353)  0.543
H (0.6667, 6.4742, 3.2690)  0.071
H (0.6416, 7.6692, 1.9132)  0.353
H (1.9450, 7.7344, 3.0475)  0.561
H (1.8951, 7.5261, -0.2346)  0.233
H (3.0151, 8.1801, 1.0003)  0.466
H (4.2790, 7.5246, -0.9351)  0.528
H (3.5225, 5.8961, -0.9632)  -0.219
H (5.4572, 7.1268, 1.0652)  0.284
H (5.6981, 5.8677, -0.0216)  0.532
H (3.4869, 3.8791, 0.2116)  0.107
H (5.2007, 3.5702, 0.4323)  0.526
H (3.9185, 3.0552, 1.6151)  0.000
H (5.3628, 6.1221, 3.2270)  0.536
H (5.1126, 4.4116, 3.5128)  0.252
H (6.4727, 4.8974, 2.4595)  0.383
H (0.8314, 4.4480, 1.5175)  -0.567
H (1.5473, 4.7650, -0.0627)  -0.542
H (0.1989, 5.7243, 0.6139)  0.060
H (3.1832, 4.6185, 3.9611)  0.290
C (0.8011, -5.1052, -1.2999)  -1.367
C (1.3749, -5.3982, 0.0525)  3.378
C (0.2656, -5.0078, 1.0801)  0.252
C (-0.7927, -5.9975, 1.4876)  -1.258
C (-0.1159, -7.3710, 1.7291)  -1.267
C (0.6991, -7.8012, 0.4624)  2.163
N (1.6897, -6.8193, 0.2069)  0.019
O (2.6848, -7.2263, -0.6815)  -0.305
C (1.3863, -9.1125, 0.9572)  -2.023
C (-0.1985, -8.2067, -0.7736)  -2.062
C (2.6536, -4.5807, 0.4050)  -1.667
H (-0.1844, -5.5078, -1.5340)  0.226
H (1.4048, -5.5191, -2.1076)  0.375
H (0.8162, -4.0262, -1.4534)  -0.239
H (0.6957, -4.5562, 1.9741)  0.334
H (-0.2714, -4.1818, 0.6138)  -0.810
H (-1.5265, -6.2000, 0.7075)  0.355
H (-1.4102, -5.6016, 2.2939)  0.378
H (-0.9363, -8.0831, 1.8180)  0.498
H (0.5273, -7.3051, 2.6066)  0.133
H (1.6956, -8.9858, 1.9947)  0.391
H (0.7079, -9.9652, 0.9854)  0.389
H (2.2485, -9.3911, 0.3512)  0.371
H (0.4033, -8.3415, -1.6724)  0.273
H (-0.9030, -9.0291, -0.6498)  0.412
H (-0.8824, -7.4138, -1.0764)  0.423
H (3.2305, -4.8272, 1.2963)  0.477
H (2.4563, -3.5146, 0.5173)  -0.435
H (3.3503, -4.6583, -0.4296)  0.353
H (3.4598, -7.2571, -0.1158)  0.325
C (3.4905, -7.2892, -6.3190)  -2.367
C (3.9033, -6.2279, -5.2459)  3.098
C (5.3882, -6.0352, -5.4632)  -1.798
C (6.0443, -4.7411, -4.8714)  -0.575
C (5.1855, -3.6024, -5.3197)  -2.059
C (3.6780, -3.6902, -4.9196)  2.781
N (3.1551, -4.9589, -5.5185)  -0.137
O (1.8190, -5.2020, -5.2882)  -0.204
C (3.5492, -3.4566, -3.4178)  -1.222
C (3.0334, -2.4243, -5.6503)  -2.349
C (3.6719, -6.8195, -3.8326)  -1.636
H (2.4677, -7.6236, -6.1455)  0.304
H (4.1760, -8.1365, -6.3084)  0.363
H (3.5744, -6.8757, -7.3241)  0.583
H (5.8888, -6.9352, -5.1060)  0.488
H (5.6797, -6.0031, -6.5130)  0.452
H (7.0072, -4.4383, -5.2827)  0.428
H (6.0782, -4.8611, -3.7885)  0.245
H (5.3404, -3.5812, -6.3984)  0.471
H (5.5538, -2.6172, -5.0335)  0.507
H (2.5936, -3.7791, -3.0045)  -0.032
H (4.2563, -4.0495, -2.8377)  -0.074
H (3.7153, -2.4119, -3.1549)  0.630
H (2.9139, -2.5293, -6.7287)  0.592
H (2.0535, -2.1121, -5.2891)  0.140
H (3.6636, -1.5360, -5.6932)  0.369
H (2.6491, -7.1934, -3.7859)  0.258
H (3.6968, -6.0536, -3.0574)  0.042
H (4.3501, -7.6037, -3.4960)  0.387
H (1.4483, -5.2043, -6.1737)  0.204
C (-1.4973, 1.3377, -1.3129)  -0.466
C (-1.3959, -0.0369, -0.5470)  2.346
C (-0.2525, -0.8919, -1.3092)  -0.111
C (1.1994, -0.5583, -1.0362)  -0.275
C (1.3846, -0.5876, 0.4819)  -1.122
C (0.4035, 0.3397, 1.3450)  2.621
N (-0.9809, 0.1425, 0.8790)  -0.474
O (-1.9041, 0.6993, 1.7641)  2.747
C (0.4969, -0.1699, 2.7914)  -1.251
C (0.8353, 1.8387, 1.3148)  -0.695
C (-2.6884, -0.8693, -0.5842)  -1.747
H (-2.1702, 1.8978, -0.6636)  0.051
H (-1.8586, 1.1019, -2.3138)  0.156
H (-0.5945, 1.9450, -1.3785)  -0.558
H (-0.3079, -1.9135, -0.9332)  -0.243
H (-0.4360, -0.9222, -2.3832)  -0.011
H (1.3548, 0.4918, -1.2838)  0.005
H (1.8986, -1.1251, -1.6511)  -0.056
H (2.4143, -0.2996, 0.6936)  0.174
H (1.3520, -1.6361, 0.7778)  -0.208
H (1.5310, -0.1191, 3.1323)  0.401
H (-0.1337, 0.3344, 3.5235)  -0.868
H (0.3065, -1.2431, 2.7853)  0.318
H (-0.0232, 2.4501, 1.5928)  -0.693
H (1.6945, 2.0740, 1.9429)  0.948
H (1.1271, 2.1574, 0.3141)  -0.444
H (-2.4737, -1.8776, -0.2304)  0.332
H (-3.1265, -0.9533, -1.5787)  0.298
H (-3.4511, -0.5203, 0.1119)  -0.184
H (-2.2333, -0.1012, 2.1794)  -0.468
C (-1.7616, 4.5372, -5.9164)  -1.511
C (-2.1176, 3.1698, -6.3704)  0.296
C (-1.4196, 2.2366, -5.3582)  0.726
O (-0.0362, 2.1564, -5.5848)  -0.483
C (0.5785, 1.1092, -4.8175)  0.090
N (-3.5584, 2.9676, -6.2660)  -0.826
H (-0.7206, 4.6436, -5.6112)  0.276
H (-2.3389, 5.0799, -5.1680)  0.250
H (-1.7026, 5.2068, -6.7745)  0.450
H (-1.8947, 2.9409, -7.4125)  0.558
H (-1.8847, 1.2515, -5.3951)  -0.112
H (-1.6006, 2.6231, -4.3552)  -0.386
H (0.4371, 1.2959, -3.7529)  -0.115
H (1.6371, 1.1591, -5.0723)  0.395
H (0.2506, 0.0716, -4.8805)  -0.044
H (-3.8594, 3.0585, -5.3062)  0.151
H (-3.6506, 1.9880, -6.4940)  0.370
C (5.9687, -1.9150, -0.3923)  -1.309
C (5.9489, -0.4128, -0.0317)  1.634
C (6.2091, -0.1298, 1.4591)  -1.116
O (5.0143, -0.2277, 2.2458)  0.058
C (5.1929, -0.0222, 3.6121)  -0.814
N (6.9268, 0.2321, -0.9363)  -0.872
H (5.9122, -2.1504, -1.4551)  0.272
H (5.1228, -2.4250, 0.0684)  0.105
H (6.9203, -2.3160, -0.0433)  0.430
H (4.9270, -0.0859, -0.2242)  -0.427
H (6.5916, 0.8757, 1.6348)  0.401
H (6.9829, -0.7669, 1.8873)  0.386
H (6.0079, -0.5538, 4.1033)  0.355
H (4.2538, -0.2564, 4.1136)  0.114
H (5.2439, 1.0457, 3.8247)  0.227
H (7.0000, 1.2143, -0.7129)  0.280
H (6.7797, 0.1502, -1.9322)  0.290
C (-4.4088, 1.3020, 3.8090)  -0.967
C (-3.8179, 0.3674, 4.8903)  0.688
C (-3.6918, -1.1451, 4.4576)  -1.692
O (-2.9759, -1.3284, 3.2857)  -0.125
C (-2.5146, -2.6803, 3.1997)  -0.789
N (-2.4778, 0.8192, 5.2029)  -0.099
H (-4.7287, 2.2517, 4.2377)  0.324
H (-5.3511, 0.9551, 3.3848)  0.404
H (-3.7551, 1.7398, 3.0547)  -0.159
H (-4.3316, 0.3937, 5.8513)  0.363
H (-4.6694, -1.6272, 4.4613)  0.445
H (-3.2497, -1.6149, 5.3361)  0.510
H (-1.9907, -2.8568, 2.2603)  -0.278
H (-3.3376, -3.3949, 3.2133)  0.435
H (-1.7740, -2.8712, 3.9763)  0.294
H (-1.8115, 0.5388, 4.4975)  -0.350
H (-2.3189, 1.8091, 5.3258)  -0.008
C (-6.3776, -0.6113, 0.2127)  -1.210
C (-7.6111, -0.9284, -0.5955)  0.794
C (-7.3202, -1.9151, -1.7099)  -0.744
O (-8.5747, -2.1011, -2.4175)  -0.234
C (-8.5888, -3.1640, -3.3647)  -0.954
N (-8.6516, -1.5095, 0.2968)  -0.932
H (-6.5973, -0.2647, 1.2225)  0.412
H (-5.8165, 0.1764, -0.2902)  0.089
H (-5.6367, -1.4050, 0.3089)  0.295
H (-8.0911, -0.0281, -0.9791)  0.304
H (-6.8871, -2.8172, -1.2777)  0.374
H (-6.5766, -1.5196, -2.4018)  0.272
H (-8.5559, -4.1164, -2.8356)  0.322
H (-7.7425, -3.1690, -4.0516)  0.300
H (-9.4970, -3.1556, -3.9673)  0.285
H (-8.2551, -2.2792, 0.8168)  0.290
H (-9.2530, -1.9420, -0.3898)  0.299
C (-1.3977, 7.8111, -1.5871)  -1.779
C (-1.9586, 6.6532, -2.4643)  0.313
C (-1.1587, 5.3260, -2.4203)  2.289
O (0.2478, 5.6082, -2.5033)  -0.527
C (1.0575, 4.4983, -2.8261)  -0.788
N (-3.3398, 6.4166, -2.0459)  -0.413
H (-1.1728, 7.7004, -0.5263)  0.225
H (-1.9476, 8.7508, -1.6381)  0.527
H (-0.4284, 8.0773, -2.0085)  0.401
H (-2.0036, 7.0001, -3.4966)  0.289
H (-1.6172, 4.6866, -3.1747)  -1.133
H (-1.3699, 4.8313, -1.4722)  -0.428
H (2.0950, 4.8310, -2.7959)  0.520
H (0.8926, 3.9954, -3.7790)  0.303
H (0.9063, 3.6930, -2.1073)  -0.123
H (-3.6726, 5.6548, -2.6194)  0.104
H (-3.8924, 7.2374, -2.2485)  0.305
C (-3.8522, 3.6637, 6.9030)  -0.887
C (-2.5447, 4.0443, 7.5510)  0.206
C (-1.2393, 3.5814, 6.8580)  -0.443
O (-1.4081, 3.7539, 5.4551)  0.065
C (-0.1950, 3.6276, 4.7410)  -0.477
N (-2.6244, 5.4844, 7.6406)  -0.822
H (-3.9166, 2.5765, 6.8590)  0.023
H (-3.9441, 4.0572, 5.8907)  0.062
H (-4.7657, 4.0043, 7.3906)  0.483
H (-2.4888, 3.5445, 8.5181)  0.414
H (-1.2121, 2.5000, 6.9917)  -0.022
H (-0.3635, 4.0724, 7.2823)  0.578
H (-0.4546, 3.4288, 3.7012)  -0.383
H (0.3651, 2.7725, 5.1193)  0.287
H (0.4260, 4.5234, 4.7310)  0.432
H (-3.3314, 5.8227, 8.2776)  0.300
H (-2.9470, 5.7994, 6.7368)  0.257
C (0.9289, -0.4037, 6.9252)  -1.319
C (0.3778, -1.8136, 6.5665)  1.543
C (1.3549, -2.5960, 5.6581)  -0.220
O (0.9073, -3.9198, 5.3904)  -0.316
C (1.8212, -4.8678, 4.9073)  -0.734
N (0.1082, -2.4530, 7.8631)  -0.774
H (0.2055, 0.2866, 7.3590)  0.155
H (1.3216, 0.1174, 6.0521)  0.167
H (1.7938, -0.5540, 7.5715)  0.503
H (-0.5906, -1.8432, 6.0671)  -0.650
H (2.2992, -2.7126, 6.1899)  0.483
H (1.5232, -1.9905, 4.7675)  -0.107
H (2.2959, -4.4211, 4.0336)  0.289
H (1.2577, -5.7051, 4.4956)  0.110
H (2.5023, -5.2713, 5.6565)  0.332
H (-0.2978, -3.3695, 7.7397)  0.271
H (0.9603, -2.5459, 8.3973)  0.286

Its charge is -1. The frontier orbital gap (spin up / spin down) comes out at 1.2 / 7.8 eV. The spin multiplicity is 2.


Entry 3:
Density functional theory data (ωB97M-V/def2-TZVPD) for an isolated ion of composition C5H10N5 and charge +1.

Last column: Mulliken charge in e.
Cartesian coordinates (Å):
C (1.7101, -0.2524, 0.3084)  0.660
C (1.3258, 0.0956, -1.1725)  -0.689
C (-0.1606, -0.1672, -1.1999)  0.031
C (3.0177, 0.1374, 0.7462)  -1.186
C (-3.0631, 0.7480, 0.7143)  -0.694
N (0.9993, -0.9821, 0.9586)  -0.437
N (-1.1018, 0.7971, -0.6611)  -0.513
N (-1.6374, -1.1592, 0.1663)  -0.212
N (-0.4846, -1.3854, -0.4557)  -0.364
N (-1.9104, 0.2483, 0.0840)  0.843
H (1.6823, 1.1873, -1.2530)  0.410
H (1.9509, -0.5429, -1.8179)  0.369
H (-0.4836, -0.3387, -2.2684)  0.401
H (3.1999, 1.0957, 0.1709)  0.301
H (3.6839, -0.6436, 0.4156)  0.293
H (3.0644, 0.2343, 1.7671)  0.449
H (-3.1836, 1.7954, 0.4045)  0.349
H (-3.0267, 0.5120, 1.7183)  0.290
H (-4.0082, 0.2486, 0.2309)  0.327
H (-1.5743, -1.6283, 1.1435)  0.373

Its charge is +1. The calculation puts the energy above the lowest of the compared OMol25 structures with the same formula, charge and spin at 132.9 kcal per mole. The frontier orbital gap (spin up / spin down) comes out at 7.6 / 7.7 eV. The spin multiplicity is 1.


| no. | energy (eV) |
| --- | --- |
| 1 | -16962.48142 |
| 2 | -120406.72278 |
| 3 | -12784.94339 |